Record 1
DFT (the ωB97M-V functional and the def2-TZVPD basis) results for C4H9NO2 in the gas phase.

The gap between HOMO and LUMO is 10.6 eV. As for the highest occupied orbital energy: -0.3636 Eh. The value obtained for the LUMO energy is 0.75 eV. As for the SMILES: C[C@@H](O)CNC=O. Its energy above the lowest of the compared OMol25 structures with the same formula, charge and spin is 17.0 kcal per mole.

ORCA input file:
```
! RIJCOSX wB97M-V def2-TZVPD def2/J DEFGRID3
* xyz 0 1
C -2.07 -0.61 -0.32
C -0.59 -0.43 -0.60
O -0.36 0.70 -1.41
C 0.20 -0.35 0.72
N 1.62 -0.11 0.54
C 2.10 1.13 0.33
O 1.41 2.14 0.26
H -2.27 -1.52 0.26
H -2.61 -0.69 -1.27
H -2.47 0.25 0.22
H -0.22 -1.30 -1.16
H -0.06 1.44 -0.85
H -0.20 0.47 1.33
H 0.07 -1.27 1.29
H 2.26 -0.89 0.50
H 3.20 1.17 0.24
*
```

Here are the Mulliken charges for atoms 1 to 2, given in e: atom 1 (C): -1.3294, atom 2 (C): 0.5322

=====

Record 2
DFT (the ωB97M-V functional and the def2-TZVPD basis) results for 2 unconnected molecules or ions with the total composition C2H5NOS.

The gap between HOMO and LUMO is 8.6 eV. As for the highest occupied orbital energy: -0.2951 Eh. The value obtained for the LUMO energy is 0.60 eV. Its energy above the lowest of the compared OMol25 structures with the same formula, charge and spin is 75.9 kcal per mole.

ORCA input file:
```
! RIJCOSX wB97M-V def2-TZVPD def2/J DEFGRID3
* xyz 0 1
C -0.07 -0.74 -1.40
C -0.35 0.52 0.43
N 0.32 -0.08 -2.49
O -0.59 -0.46 1.35
S -0.77 -2.10 -1.09
H 0.48 1.25 0.61
H -1.22 0.97 0.04
H 0.87 0.77 -2.32
H 0.24 -0.47 -3.39
H -1.18 -1.14 0.67
*
```

Here are the Mulliken charges for atoms 1 to 2, given in e: atom 1 (C): 0.2340, atom 2 (C): -0.5271

=====

Record 3
DFT (the ωB97M-V functional and the def2-TZVPD basis) results for C5H14N2O2 in the gas phase.

The gap between HOMO and LUMO is 9.4 eV. As for the highest occupied orbital energy: -0.3146 Eh. The value obtained for the LUMO energy is 0.82 eV. As for the SMILES: C[C@H](O)[C@](N)(O)N(C)C. Its energy above the lowest of the compared OMol25 structures with the same formula, charge and spin is 31.5 kcal per mole.

ORCA input file:
```
! RIJCOSX wB97M-V def2-TZVPD def2/J DEFGRID3
* xyz 0 1
C -2.38 0.87 -0.48
C -0.93 0.49 -0.74
O -0.80 -0.67 -1.53
C -0.20 0.23 0.60
N -0.93 -0.78 1.32
O -0.21 1.43 1.32
N 1.26 -0.08 0.49
C 1.96 0.67 -0.53
C 1.62 -1.49 0.43
H -2.87 1.12 -1.42
H -2.41 1.73 0.18
H -2.90 0.04 0.00
H -0.43 1.34 -1.23
H -1.42 -0.60 -2.27
H -1.05 -1.60 0.74
H -0.48 -1.02 2.19
H 0.50 1.27 1.99
H 1.67 1.72 -0.46
H 1.75 0.30 -1.55
H 3.03 0.59 -0.35
H 2.71 -1.55 0.41
H 1.22 -1.99 -0.45
H 1.28 -2.01 1.33
*
```

Here are the Mulliken charges for atoms 1 to 2, given in e: atom 1 (C): -1.4594, atom 2 (C): 0.1010

=====

Record 4
DFT (the ωB97M-V functional and the def2-TZVPD basis) results for 2 unconnected molecules or ions with the total composition C4H15N4.

The gap between HOMO and LUMO is 10.6 eV. As for the highest occupied orbital energy: -0.4852 Eh. The value obtained for the LUMO energy is -2.61 eV. Its energy above the lowest of the compared OMol25 structures with the same formula, charge and spin is 59.2 kcal per mole.

ORCA input file:
```
! RIJCOSX wB97M-V def2-TZVPD def2/J DEFGRID3
* xyz 1 1
C -2.15 0.98 -0.17
C -1.41 -1.19 -0.89
C 1.56 -0.31 -0.74
C 0.33 0.45 -0.21
N 2.75 0.48 -0.60
N -0.04 -0.63 1.72
N 0.71 1.65 0.10
N -0.96 0.10 -0.47
H -1.92 1.94 -0.61
H -2.98 0.44 -0.61
H -2.00 1.04 0.91
H -2.17 -0.98 -1.64
H -0.61 -1.87 -1.33
H -1.69 -1.70 0.06
H 1.23 -0.48 -1.84
H 1.58 -1.41 -0.21
H 0.48 -0.58 2.64
H 3.25 0.81 -1.40
H -0.73 0.11 1.84
H -0.47 -1.56 1.54
H 1.80 1.65 0.16
H 0.15 2.45 0.36
H 3.44 0.17 0.07
*
```

Here are the Mulliken charges for atoms 1 to 2, given in e: atom 1 (C): -0.8567, atom 2 (C): -1.0311

=====

Record 5
DFT (the ωB97M-V functional and the def2-TZVPD basis) results for 12 unconnected molecules or ions with the total composition C30H72N12O15.

The gap between HOMO and LUMO is 9.2 eV. As for the highest occupied orbital energy: -0.3235 Eh. The value obtained for the LUMO energy is 0.35 eV. As for the SMILES: C[N+](=O)[O-].C[N+](=O)[O-].C[N+](=O)[O-].CNC(C)=O.CNC(C)=O.CNC(C)=O.CNC(C)=O.CNC(C)=O.CNC(C)=O.CNC(C)=O.CNC(C)=O.CNC(C)=O.

ORCA input file:
```
! RIJCOSX wB97M-V def2-TZVPD def2/J DEFGRID3
* xyz 0 1
C -1.37 1.57 5.82
N -1.00 1.54 4.39
O -1.62 2.19 3.63
O -0.07 0.82 4.13
H -1.92 2.51 6.03
H -0.44 1.63 6.46
H -2.05 0.76 6.04
C -0.52 1.16 0.90
N 0.14 0.64 -0.31
O 0.94 -0.27 -0.23
O -0.22 1.22 -1.31
H -1.45 0.58 0.99
H -0.83 2.21 0.80
H 0.20 1.01 1.77
C -2.59 5.94 2.34
N -2.47 4.76 1.40
O -1.35 4.33 1.30
O -3.47 4.27 1.03
H -3.53 5.84 2.93
H -2.72 6.82 1.66
H -1.70 6.04 2.96
C -4.17 0.65 -1.01
N -4.30 1.30 0.27
C -4.84 0.70 1.35
C -5.08 1.57 2.53
O -5.11 -0.48 1.45
H -5.04 0.07 -1.15
H -3.31 -0.03 -0.94
H -4.07 1.42 -1.73
H -4.02 2.24 0.39
H -4.79 1.03 3.40
H -6.15 1.76 2.51
H -4.58 2.51 2.47
C 2.88 -3.18 0.47
N 3.94 -4.19 0.24
C 4.27 -4.96 1.35
C 4.98 -6.24 1.25
O 3.94 -4.57 2.47
H 3.17 -2.60 1.36
H 1.92 -3.68 0.71
H 2.84 -2.51 -0.35
H 3.95 -4.79 -0.55
H 4.34 -6.94 0.67
H 5.23 -6.56 2.27
H 5.89 -6.07 0.73
C 5.69 -0.64 -0.47
N 5.25 -0.42 0.93
C 4.73 0.74 1.45
C 4.30 0.67 2.88
O 4.61 1.75 0.77
H 4.90 -0.90 -1.19
H 6.50 -1.37 -0.28
H 6.10 0.31 -0.74
H 5.44 -1.22 1.53
H 4.75 1.43 3.53
H 4.40 -0.30 3.35
H 3.20 0.95 2.94
C -4.88 -3.67 -0.71
N -4.03 -2.58 -0.15
C -2.72 -2.80 0.08
C -2.00 -1.85 0.98
O -2.12 -3.79 -0.32
H -4.98 -3.53 -1.76
H -5.87 -3.65 -0.25
H -4.42 -4.65 -0.45
H -4.52 -1.82 0.47
H -1.20 -1.41 0.39
H -1.54 -2.50 1.73
H -2.71 -1.11 1.42
C 0.32 -2.46 4.22
N -1.06 -3.02 4.32
C -2.20 -2.26 4.23
C -3.44 -3.11 3.89
O -2.16 -1.05 4.20
H 1.00 -3.31 3.90
H 0.66 -2.05 5.19
H 0.41 -1.70 3.45
H -1.13 -4.01 4.27
H -3.22 -4.07 3.43
H -4.07 -2.57 3.18
H -3.99 -3.24 4.77
C 4.95 3.54 -2.73
N 4.06 3.59 -1.57
C 2.74 3.80 -1.61
C 2.06 3.75 -0.26
O 2.10 4.04 -2.65
H 5.78 4.26 -2.61
H 4.43 3.79 -3.64
H 5.29 2.50 -2.79
H 4.39 3.27 -0.64
H 1.94 4.79 0.03
H 2.62 3.19 0.47
H 1.09 3.33 -0.44
C 0.86 -2.68 -2.90
N -0.04 -3.80 -2.62
C 0.08 -4.96 -3.34
C -0.57 -6.22 -2.74
O 0.76 -5.05 -4.38
H 0.34 -1.83 -3.33
H 1.66 -2.99 -3.55
H 1.20 -2.28 -1.95
H -0.61 -3.80 -1.79
H -0.72 -6.96 -3.49
H -1.48 -6.02 -2.21
H 0.08 -6.69 -1.94
C -1.72 3.92 -2.46
N -0.65 4.79 -2.07
C -0.82 5.92 -1.38
C 0.40 6.82 -1.22
O -1.91 6.25 -0.92
H -2.55 4.64 -2.86
H -2.21 3.45 -1.59
H -1.47 3.19 -3.24
H 0.30 4.61 -2.40
H 1.34 6.33 -1.51
H 0.43 7.25 -0.17
H 0.21 7.67 -1.81
C 1.23 1.20 -4.61
N 0.83 0.05 -5.34
C -0.44 -0.42 -5.20
C -0.87 -1.60 -6.02
O -1.11 0.12 -4.33
H 1.22 1.02 -3.55
H 0.55 2.03 -4.81
H 2.27 1.36 -4.81
H 1.31 -0.17 -6.18
H -0.41 -1.66 -7.04
H -1.90 -1.55 -6.27
H -0.80 -2.58 -5.57
*
```

Here are the Mulliken charges for atoms 1 to 2, given in e: atom 1 (C): -0.9340, atom 2 (N): 0.9210

=====

Record 6
DFT (the ωB97M-V functional and the def2-TZVPD basis) results for 3 unconnected molecules or ions with the total composition C18H43N.

The gap between HOMO and LUMO is 8.8 eV. As for the highest occupied orbital energy: -0.2930 Eh. The value obtained for the LUMO energy is 0.86 eV. As for the SMILES: CCN(CC)CC.CCCCCC.CCCCCC. Its energy above the lowest of the compared OMol25 structures with the same formula, charge and spin is 21.9 kcal per mole.

ORCA input file:
```
! RIJCOSX wB97M-V def2-TZVPD def2/J DEFGRID3
* xyz 0 1
C 7.68 -132.90 61.69
C 6.77 -134.06 62.16
N 5.38 -133.74 61.86
C 4.56 -134.85 61.72
C 4.35 -135.76 63.01
C 4.85 -132.68 62.72
C 3.45 -132.17 62.40
H 7.33 -132.62 60.68
H 8.75 -133.19 61.56
H 7.80 -131.97 62.20
H 6.89 -134.02 63.20
H 7.06 -134.94 61.52
H 5.02 -135.50 61.03
H 3.47 -134.69 61.29
H 3.98 -136.67 62.56
H 3.79 -135.54 63.75
H 5.25 -136.10 63.49
H 5.49 -131.95 62.86
H 4.91 -133.10 63.66
H 3.33 -132.01 61.33
H 3.34 -131.40 62.79
H 2.70 -132.88 62.49
C -3.46 -128.66 63.75
C -2.51 -129.88 63.52
C -3.08 -131.04 62.68
C -2.03 -132.15 62.40
C -0.82 -131.75 61.54
C -0.28 -132.94 60.60
H -4.11 -128.96 64.49
H -3.94 -128.14 62.83
H -2.86 -127.85 64.13
H -2.31 -130.44 64.44
H -1.63 -129.47 62.94
H -3.44 -130.55 61.68
H -4.03 -131.50 63.06
H -2.31 -132.95 62.05
H -1.64 -132.68 63.41
H 0.03 -131.35 62.25
H -0.89 -131.07 60.62
H 0.56 -132.61 59.98
H -1.11 -133.39 59.92
H 0.08 -133.72 61.31
C 4.09 -130.98 58.51
C 3.51 -132.36 58.11
C 4.64 -133.43 58.13
C 4.03 -134.85 57.91
C 5.11 -135.92 57.81
C 4.55 -137.33 57.18
H 4.21 -130.71 59.56
H 3.65 -130.30 58.15
H 5.11 -130.84 58.04
H 3.07 -132.22 57.14
H 2.69 -132.24 58.67
H 5.12 -133.35 59.05
H 5.42 -133.31 57.49
H 3.32 -134.70 57.22
H 3.33 -135.21 58.58
H 5.56 -136.16 58.68
H 5.79 -135.65 57.06
H 3.84 -137.76 57.86
H 5.31 -137.99 57.13
H 4.25 -137.19 56.09
*
```

Here are the Mulliken charges for atoms 1 to 2, given in e: atom 1 (C): -1.3159, atom 2 (C): -0.5411

=====

Record 7
DFT (the ωB97M-V functional and the def2-TZVPD basis) results for a molecular structure, C29H27N3O2PtS2.

The gap between HOMO and LUMO (alpha / beta) is 6.7 / 5.1 eV. As for the highest occupied orbital energy (alpha / beta): -0.4867 / -0.5261 Eh. The value obtained for the LUMO energy (alpha / beta) is -6.51 / -9.25 eV.

ORCA input file:
```
! RIJCOSX wB97M-V def2-TZVPD def2/J DEFGRID3
* xyz 2 5
Pt -1.00 0.45 0.25
C 0.89 -4.55 -4.25
C 0.24 -4.54 -2.86
C 1.30 -4.21 -1.81
C -0.36 -5.92 -2.55
C -0.88 -3.51 -2.86
C -1.95 -3.67 -3.80
C -3.02 -2.80 -3.92
C -3.04 -1.71 -3.06
S -4.19 -0.43 -2.95
C -3.26 0.28 -1.68
N -2.16 -0.43 -1.35
C -2.00 -1.53 -2.10
C -0.93 -2.44 -2.01
C -3.50 1.50 -1.02
C -4.61 2.33 -1.31
C -4.73 3.52 -0.66
C -3.76 3.91 0.28
C -2.67 3.11 0.57
C -2.51 1.88 -0.06
H 1.70 -5.28 -4.26
H 1.31 -3.57 -4.50
H 0.20 -4.83 -5.04
H 2.09 -4.96 -1.86
H 0.89 -4.23 -0.80
H 1.76 -3.24 -1.99
H 0.43 -6.67 -2.55
H -1.09 -6.23 -3.30
H -0.84 -5.94 -1.57
H -1.92 -4.52 -4.47
H -3.79 -2.96 -4.65
H -0.15 -2.25 -1.27
H -5.35 2.01 -2.04
H -5.57 4.17 -0.86
H -3.87 4.86 0.78
H -1.94 3.45 1.31
C 2.81 6.80 2.33
C 2.55 5.34 2.09
C 2.18 4.87 0.83
C 1.98 3.52 0.60
C 2.16 2.63 1.65
C 2.54 3.07 2.91
C 2.73 4.42 3.13
S 1.96 0.93 1.37
O 1.79 0.67 -0.04
O 2.82 0.15 2.19
N 0.33 0.63 1.85
C -0.10 -0.19 2.80
C 0.58 -0.59 3.98
C -0.11 -1.38 4.88
C -1.40 -1.77 4.59
C -1.99 -1.38 3.37
N -1.37 -0.62 2.51
H 2.35 7.41 1.56
H 3.88 6.99 2.31
H 2.43 7.11 3.30
H 2.05 5.58 0.02
H 1.71 3.16 -0.38
H 2.72 2.36 3.71
H 3.03 4.77 4.11
H 1.59 -0.26 4.15
H 0.37 -1.70 5.80
H -1.97 -2.39 5.27
H -2.99 -1.72 3.11
*
```

Here are the Mulliken charges for atoms 1 to 2, given in e: atom 1 (Pt): 0.4847, atom 2 (C): -1.5378

=====

Record 8
DFT (the ωB97M-V functional and the def2-TZVPD basis) results for C10H17FO4 in the gas phase.

The gap between HOMO and LUMO is 11.3 eV. As for the highest occupied orbital energy: -0.3961 Eh. The value obtained for the LUMO energy is 0.56 eV. As for the SMILES: CCC[C@]1(CCO)OC(=O)O[C@H]1CCF. Its energy above the lowest of the compared OMol25 structures with the same formula, charge and spin is 0.0 kcal per mole.

ORCA input file:
```
! RIJCOSX wB97M-V def2-TZVPD def2/J DEFGRID3
* xyz 0 1
C -3.32 0.33 -1.22
C -2.00 0.08 -1.95
C -0.81 0.93 -1.46
C 0.05 0.26 -0.36
C 0.96 -0.76 -1.03
C 1.67 -1.81 -0.18
O 1.87 -2.95 -1.03
O -0.85 -0.33 0.64
C -1.28 0.69 1.41
O -2.22 0.65 2.15
O -0.49 1.78 1.24
C 0.68 1.34 0.52
C 1.78 1.00 1.52
C 1.47 -0.02 2.61
F 2.68 -0.37 3.22
H -4.14 -0.13 -1.78
H -3.52 1.39 -1.08
H -3.32 -0.15 -0.23
H -2.14 0.29 -3.01
H -1.75 -0.98 -1.86
H -1.14 1.92 -1.15
H -0.13 1.08 -2.31
H 0.38 -1.33 -1.77
H 1.69 -0.18 -1.60
H 2.64 -1.45 0.17
H 1.05 -2.10 0.67
H 2.58 -3.48 -0.67
H 1.07 2.16 -0.10
H 2.01 1.94 2.03
H 2.69 0.71 0.98
H 0.83 0.41 3.38
H 1.01 -0.93 2.24
*
```

Here are the Mulliken charges for atoms 1 to 2, given in e: atom 1 (C): -1.2503, atom 2 (C): -0.3273

=====

Record 9
DFT (the ωB97M-V functional and the def2-TZVPD basis) results for CH3ClO2S in the gas phase.

The gap between HOMO and LUMO is 9.6 eV. As for the highest occupied orbital energy: -0.3479 Eh. The value obtained for the LUMO energy is 0.16 eV. Its energy above the lowest of the compared OMol25 structures with the same formula, charge and spin is 46.8 kcal per mole.

ORCA input file:
```
! RIJCOSX wB97M-V def2-TZVPD def2/J DEFGRID3
* xyz 0 1
C -0.05 0.15 -0.13
O -1.89 -1.72 0.57
O 0.82 -0.81 0.03
S -1.82 -0.75 -0.52
Cl -3.03 0.79 0.17
H -0.26 1.00 0.78
H 0.30 0.69 -1.04
H 0.80 -1.23 0.91
*
```

Here are the Mulliken charges for atoms 1 to 2, given in e: atom 1 (C): -0.3294, atom 2 (O): -0.5060

=====

Record 10
DFT (the ωB97M-V functional and the def2-TZVPD basis) results for 2 unconnected molecules or ions with the total composition C2H9N4.

The gap between HOMO and LUMO is 10.4 eV. As for the highest occupied orbital energy: -0.5018 Eh. The value obtained for the LUMO energy is -3.24 eV. Its energy above the lowest of the compared OMol25 structures with the same formula, charge and spin is 66.4 kcal per mole.

ORCA input file:
```
! RIJCOSX wB97M-V def2-TZVPD def2/J DEFGRID3
* xyz 1 1
C 1.35 -0.72 0.38
C -2.83 -0.15 -0.45
N 2.70 -0.81 0.06
N 0.52 0.27 0.27
N -2.11 0.03 0.59
N 0.73 1.45 -0.39
H 0.97 -1.64 0.64
H -2.43 -0.38 -1.46
H -3.97 -0.05 -0.32
H 3.08 -0.22 -0.61
H 2.89 -1.81 0.03
H -0.67 0.06 0.40
H -2.53 0.38 1.37
H 0.57 2.16 0.19
H 1.74 1.44 -0.70
*
```

Here are the Mulliken charges for atoms 1 to 2, given in e: atom 1 (C): 0.1162, atom 2 (C): -0.1533

=====

Record 11
DFT (the ωB97M-V functional and the def2-TZVPD basis) results for 2 unconnected molecules or ions with the total composition C5H7PS3.

The gap between HOMO and LUMO is 7.4 eV. As for the highest occupied orbital energy: -0.3214 Eh. The value obtained for the LUMO energy is -1.33 eV. Its energy above the lowest of the compared OMol25 structures with the same formula, charge and spin is 50.3 kcal per mole.

ORCA input file:
```
! RIJCOSX wB97M-V def2-TZVPD def2/J DEFGRID3
* xyz 0 1
C -1.33 -0.13 2.04
C 0.07 -0.47 2.34
C -1.41 -0.26 0.67
C 0.79 -0.78 1.22
C -0.09 -0.64 0.11
P 0.42 0.48 -1.34
S 0.70 2.35 -0.81
S 2.03 -0.44 -2.38
S -1.18 0.47 -2.76
H -1.99 0.02 2.91
H 0.76 -0.39 3.27
H -2.28 -0.04 0.12
H 1.79 -0.83 0.99
H -0.11 -1.89 -1.13
H 2.86 0.70 -2.15
H -1.03 1.83 -3.12
*
```

Here are the Mulliken charges for atoms 1 to 2, given in e: atom 1 (C): -0.6156, atom 2 (C): -0.0342